[1]
{"formula": "C28H57BrClIN3O7", "method": "ωB97M-V with the def2-TZVPD basis set", "symbols": ["C", "C", "C", "C", "C", "C", "C", "C", "C", "C", "C", "C", "C", "C", "N", "C", "N", "C", "C", "C", "O", "O", "N", "Cl", "C", "I", "C", "C", "C", "O", "C", "C", "O", "C", "Br", "H", "H", "H", "H", "H", "H", "H", "H", "H", "H", "H", "H", "H", "H", "H", "H", "H", "H", "H", "H", "H", "H", "H", "H", "H", "H", "H", "H", "H", "H", "H", "H", "H", "H", "H", "H", "H", "H", "H", "H", "H", "H", "H", "H", "H", "C", "O", "H", "H", "H", "H", "C", "O", "H", "H", "H", "H", "C", "O", "H", "H", "H", "H"], "xyz": [[5.074528, -0.156999, -0.165594], [4.637154, -1.092870, 0.982716], [3.874287, -2.309302, 0.472974], [3.255975, -3.119857, 1.619945], [1.972610, -2.423314, 2.081659], [1.405794, -2.973494, 3.408066], [1.132812, -1.915793, 4.472167], [0.468879, -0.652519, 3.945103], [-0.144841, 0.168333, 5.075527], [-0.491695, 1.611698, 4.692326], [-0.937125, 1.736440, 3.246053], [-1.774036, 2.988112, 2.913461], [-1.246525, 3.777683, 1.700852], [-2.313088, 4.015120, 0.624678], [-2.068543, 3.109435, -0.506782], [-2.433786, 1.794201, -0.300994], [-1.642814, 0.970640, 0.287470], [-1.908762, -0.460937, 0.442710], [-0.577958, -1.231051, 0.457800], [0.388369, -0.677117, -0.563076], [1.489514, -0.268861, -0.244391], [-0.055452, -0.627216, -1.858651], [-3.681751, 1.473260, -0.861593], [-4.997470, 1.719518, 0.193045], [-3.612917, 2.210114, -2.154838], [-5.493748, 2.902739, -2.954806], [-3.064574, 1.229915, -3.207023], [-3.789175, -0.115324, -3.233357], [-3.067300, -1.177765, -4.068298], [-2.491088, -2.222230, -3.268997], [-3.407658, -3.169139, -2.881175], [-3.608021, -3.337754, -1.397688], [-4.012064, -3.871546, -3.692793], [-2.709164, 3.426386, -1.775726], [-1.504095, 4.052539, -3.143448], [6.066557, -0.426556, -0.499254], [4.384792, -0.256766, -0.997935], [5.039875, 0.868280, 0.178829], [5.534442, -1.426014, 1.497498], [4.030040, -0.525442, 1.683193], [4.579551, -2.919873, -0.085097], [3.078332, -1.958877, -0.180574], [2.970016, -4.092495, 1.231980], [3.973068, -3.191632, 2.431459], [1.243727, -2.631503, 1.301990], [2.153744, -1.358331, 2.140272], [2.108173, -3.702331, 3.803633], [0.485637, -3.514298, 3.201933], [2.059628, -1.632728, 4.969059], [0.466972, -2.341569, 5.218590], [1.139621, -0.065473, 3.329790], [-0.348508, -0.968943, 3.285380], [0.591031, 0.215424, 5.875345], [-1.011816, -0.367762, 5.450539], [-1.306123, 1.943187, 5.331302], [0.360742, 2.247331, 4.900039], [-0.060952, 1.718526, 2.598208], [-1.536092, 0.858081, 3.012098], [-2.772293, 2.631182, 2.660586], [-1.920977, 3.631549, 3.771595], [-0.466221, 3.197643, 1.218548], [-0.797128, 4.705807, 2.031148], [-3.290826, 3.874543, 1.077846], [-2.280293, 5.039504, 0.277814], [-0.781860, 1.349436, 0.675243], [-2.494349, -0.677123, 1.327624], [-2.479205, -0.761878, -0.425743], [-0.143332, -1.141344, 1.445227], [-0.799580, -2.265017, 0.219194], [0.031412, 0.291116, -2.133511], [-3.254489, 1.677281, -4.174787], [-1.984081, 1.133418, -3.133773], [-4.764796, 0.065603, -3.671421], [-3.975005, -0.526928, -2.248841], [-2.286809, -0.739288, -4.673871], [-3.795345, -1.664495, -4.707775], [-2.702020, -3.716300, -0.934739], [-4.407144, -4.044867, -1.239586], [-3.891664, -2.402674, -0.924651], [-3.350945, 4.278090, -1.592675], [-2.478316, -2.711923, -7.770413], [-3.155871, -1.558925, -8.268153], [-3.150824, -3.560149, -7.855044], [-1.577525, -2.909117, -8.356268], [-2.206466, -2.574949, -6.719512], [-2.557172, -0.813281, -8.197567], [4.158171, 1.416883, 3.921935], [2.815840, 1.777393, 3.584349], [4.179639, 0.341326, 4.076827], [4.846176, 1.672088, 3.113101], [4.475444, 1.914794, 4.840444], [2.796602, 2.726943, 3.446679], [5.715220, 1.280078, -3.678203], [6.229764, 1.745675, -2.434784], [4.678778, 0.993551, -3.517312], [5.752204, 2.064858, -4.438346], [6.271578, 0.408505, -4.032398], [7.144981, 1.997713, -2.574387]], "forces_ev_per_a": [[-0.46, -0.56, 0.68], [0.09, 0.27, -0.70], [0.32, 0.01, 0.68], [-0.38, 0.76, -0.71], [0.25, -0.96, 0.42], [0.23, 0.26, -0.26], [0.01, 0.15, -0.22], [-0.60, -0.39, 0.04], [0.69, 0.26, -0.23], [-0.30, -0.44, 0.13], [-0.20, 0.45, 0.15], [-0.04, -0.46, -0.46], [-0.37, -0.22, 0.29], [0.74, 0.58, 0.98], [-0.09, -0.74, -1.25], [-0.02, 0.98, 0.85], [-0.80, -0.37, 0.25], [0.39, -0.60, -0.59], [-0.66, 0.57, -0.23], [2.01, 0.53, 0.50], [-1.75, -0.12, -0.53], [-0.82, -0.04, 0.84], [0.66, -0.97, -0.84], [0.11, -0.01, 0.36], [-0.15, -0.07, -0.41], [0.14, 0.03, 0.40], [-0.26, -0.03, 0.07], [0.23, 0.00, -0.14], [-0.64, -0.36, -0.20], [-0.27, 0.25, 0.85], [-1.27, -1.89, -1.82], [0.15, 0.02, -0.26], [1.35, 1.92, 1.64], [-0.97, 1.04, 0.29], [0.13, -0.28, 0.02], [0.23, 0.19, -0.22], [-0.06, 0.11, -0.20], [0.30, 0.30, -0.17], [0.04, -0.07, 0.35], [-0.13, 0.00, 0.19], [-0.06, -0.16, -0.30], [0.05, -0.17, -0.26], [0.24, -0.43, 0.29], [0.10, -0.30, 0.19], [0.05, 0.28, -0.12], [-0.09, 0.23, -0.07], [0.02, -0.19, 0.13], [-0.21, -0.13, 0.02], [0.12, 0.00, 0.15], [0.06, -0.12, 0.31], [0.28, 0.21, 0.08], [-0.06, -0.03, 0.01], [-0.04, -0.10, 0.28], [-0.20, -0.01, 0.14], [-0.10, 0.18, 0.15], [0.17, 0.23, -0.12], [0.25, -0.14, -0.02], [-0.07, -0.17, -0.08], [-0.25, 0.05, 0.07], [0.20, 0.14, 0.23], [0.43, 0.21, 0.02], [0.07, 0.23, -0.09], [-0.33, -0.14, -0.25], [0.15, 0.07, -0.48], [0.05, 0.03, -0.02], [-0.04, 0.16, 0.29], [-0.24, 0.08, -0.18], [0.27, -0.17, -0.16], [-0.01, -0.27, 0.10], [0.61, 0.06, -0.52], [0.33, 0.26, -0.23], [0.24, -0.16, 0.31], [-0.25, -0.07, -0.06], [0.06, 0.08, 0.28], [0.32, -0.08, -0.11], [0.03, 0.05, -0.43], [0.20, 0.02, 0.08], [-0.12, -0.25, 0.00], [0.09, 0.23, 0.01], [-0.12, 0.19, -0.17], [0.10, 0.35, -0.06], [-0.13, -0.17, 0.14], [-0.06, 0.03, -0.01], [0.01, -0.12, 0.06], [0.03, -0.16, 0.01], [0.05, 0.07, -0.09], [-0.09, 0.16, -0.04], [-0.01, -0.11, 0.01], [-0.04, -0.02, -0.01], [0.04, -0.06, 0.02], [0.04, -0.04, 0.01], [0.02, 0.08, -0.02], [0.22, 0.09, 0.12], [-0.16, -0.02, -0.12], [-0.01, 0.00, 0.04], [-0.05, -0.05, -0.05], [-0.07, -0.02, -0.06], [0.08, 0.04, 0.04]], "lowdin_charge": [-0.098, -0.256, -0.222, -0.189, -0.218, -0.180, -0.196, -0.243, -0.186, -0.189, -0.219, -0.167, -0.148, -0.130, -0.059, -0.334, 0.213, -0.092, -0.058, -0.470, 0.132, 0.105, -0.450, 0.753, -0.832, 1.039, -0.278, -0.164, -0.152, -0.032, -0.477, 0.028, 0.116, -0.723, 0.802, 0.069, 0.059, 0.062, 0.108, 0.076, 0.116, 0.083, 0.112, 0.113, 0.084, 0.083, 0.107, 0.107, 0.118, 0.113, 0.085, 0.092, 0.116, 0.116, 0.112, 0.108, 0.095, 0.094, 0.093, 0.115, 0.095, 0.121, 0.103, 0.134, 0.153, 0.138, 0.097, 0.076, 0.137, 0.112, 0.087, 0.092, 0.090, 0.094, 0.127, 0.121, 0.089, 0.092, 0.065, 0.057, -0.150, -0.127, 0.083, 0.079, 0.060, 0.065, -0.135, -0.138, 0.074, 0.079, 0.081, 0.075, -0.157, -0.133, 0.069, 0.075, 0.079, 0.075], "mol_weight_da": 790.039, "largest_force_ha_per_bohr": 0.057, "spin_multiplicity": 1, "charge": 1}


[2]
{"formula": "CH4N2OS", "method": "ωB97M-V with the def2-TZVPD basis set", "symbols": ["C", "H", "H", "H", "H", "N", "N", "O", "S"], "xyz": [[1.050412, -0.091955, -0.042276], [0.225920, 1.615408, -1.023756], [1.929699, 1.740038, 0.255446], [-0.515501, -1.710830, -0.157457], [-1.485311, 0.519924, 1.448683], [0.900738, 1.301948, -0.042889], [-0.239384, -0.688942, -0.366940], [2.089439, -0.747145, 0.204072], [-1.737642, 0.004582, 0.060436]], "forces_ev_per_a": [[0.59, -1.42, 0.19], [3.13, -0.73, 4.11], [-3.75, -1.08, -1.87], [2.41, 1.93, -0.55], [-0.33, -1.06, -2.38], [1.47, 0.83, -2.09], [-0.40, -2.36, 1.13], [-3.25, 1.95, -0.60], [0.12, 1.96, 2.05]], "lowdin_charge": [-0.660, 0.201, 0.178, 0.093, -0.054, 0.010, -0.421, 0.010, 0.643], "de_lowest_kcal_mol": 50.0, "mol_weight_da": 92.123, "largest_force_ha_per_bohr": 0.101, "smiles": "NC(=O)NS", "spin_multiplicity": 1}


Calculated HOMO-LUMO gap (eV), listed in the same order as above: 7.2591, 9.6958